{"formula": "C6H12NO", "method": "ωB97M-V/def2-TZVPD", "e_above_lowest_ev": 4.145, "orbital_gap_ev": 10.0, "lumo_ev": -3.4, "charge": 1, "molar_mass_g_mol": 114.17, "multiplicity": 1, "max_force_ev_per_a": 4.77, "symbols": ["C", "C", "C", "C", "C", "C", "N", "O", "H", "H", "H", "H", "H", "H", "H", "H", "H", "H", "H", "H"], "xyz": [[-2.6277, 0.1581, -1.1970], [-1.0388, 0.2470, -1.4317], [2.1779, 1.0358, 0.5253], [3.2826, -0.0619, 0.5184], [-1.4594, 0.2258, -0.0390], [1.7971, -0.3388, 0.6542], [-1.3914, -0.9878, 0.8190], [1.0478, -1.1459, 1.2392], [-3.1468, 1.1246, -1.1024], [-3.1392, -0.7190, -1.6924], [-0.6673, -0.5167, -1.9869], [-0.5287, 1.1156, -1.8350], [1.9527, 1.5340, 1.4947], [1.8904, 1.5772, -0.3788], [3.6351, -0.2370, -0.5089], [4.0347, -0.2232, 1.2594], [-0.9283, -1.7926, 0.3110], [-2.4012, -1.2856, 0.9624], [-0.7194, -0.7290, 1.5575], [-1.7699, 1.0191, 0.8311]], "forces_ev_per_angstrom": [[2.919, 1.073, 0.570], [-2.162, 3.552, 0.310], [-1.234, 0.951, 0.625], [-1.723, -0.509, -2.230], [-4.418, -0.280, 1.769], [1.257, -2.554, 3.051], [-0.710, -1.845, -1.902], [1.442, 1.928, -1.806], [0.085, -0.761, -0.660], [0.777, 0.909, 1.254], [1.014, -3.020, -0.630], [-0.489, 0.506, 0.271], [0.317, 0.073, -0.863], [0.626, 0.116, 0.242], [0.022, 0.184, 0.461], [-0.034, 0.007, 0.656], [-0.485, 1.035, 0.780], [1.747, 0.521, 0.818], [-0.447, -0.927, 0.466], [1.495, -0.958, -3.180]], "lowdin_charge": [-0.02, -0.10, -0.05, 0.00, -0.27, -0.33, 0.13, 0.03, 0.09, 0.12, 0.08, 0.11, 0.14, 0.12, 0.12, 0.11, 0.18, 0.20, 0.12, 0.22]}